No. 1
Computed, not measured: a molecular structure, C31H41N5NiS, with ωB97M-V/def2-TZVPD.

```
79
Properties=species:S:1:pos:R:3
C 1.568 -0.436 -5.481
H -1.258 -2.447 -1.524
C 1.757 1.706 0.129
H 0.930 -4.627 -2.143
C -1.298 1.700 -1.646
C 2.176 -0.258 3.903
C -1.351 2.904 0.683
C -1.720 0.371 0.243
H -0.053 -5.166 -5.715
H -1.794 -1.094 1.819
H 3.764 2.577 -2.040
C 2.761 1.556 2.422
C 1.109 -3.783 -2.822
H -0.941 -1.074 -3.557
H -2.327 -0.947 6.163
C 1.999 -2.446 -0.894
H -1.297 0.519 2.328
H 1.690 -3.353 -0.360
C 1.820 -0.041 -1.393
H 3.642 0.641 -4.018
C 1.505 -0.837 2.808
C -1.773 -0.474 -0.886
H 3.140 2.559 2.212
C -1.320 1.699 -0.179
C -1.580 -0.187 -3.425
H -2.541 3.143 4.287
H 1.070 0.436 -5.030
N -1.242 0.868 6.138
H -0.347 0.383 6.109
H -3.315 0.525 6.348
H -0.773 2.580 -3.541
Ni 0.376 1.157 -1.074
H 2.595 -0.163 -5.757
C 1.522 -1.623 -4.575
H -1.247 0.587 -4.127
H 1.849 2.778 0.265
H 0.669 -2.932 -6.076
H -0.631 3.639 0.311
H -2.346 3.377 0.681
N -2.509 2.510 5.093
H 1.479 -1.544 -0.441
H 0.957 -6.020 -4.535
H -2.292 -0.048 7.690
H 0.809 -1.680 2.976
C -1.103 2.882 -2.539
H -1.099 2.653 1.724
C -1.494 0.314 -2.037
H 1.031 -0.675 -6.408
C -1.365 1.778 5.133
H -2.786 2.467 7.185
H -0.351 3.573 -2.121
C 0.215 -5.224 -4.658
H -2.998 0.202 1.987
H -1.898 -2.364 0.110
C 0.969 -2.831 -5.023
H -2.612 -0.464 -3.694
N 1.682 -0.373 1.580
C 2.043 0.901 1.383
C -1.972 -0.023 1.643
H -0.673 -5.518 -4.086
C -3.151 3.022 6.313
C 0.779 -3.921 -4.172
H -2.994 -2.244 -1.286
C -2.367 0.054 6.604
N 2.330 -0.333 -2.619
H -4.235 2.889 6.217
N 2.422 1.173 -1.022
H 3.497 1.370 4.452
H 3.079 -2.320 -0.718
C 3.136 0.715 -3.066
C 2.887 0.924 3.664
H -2.944 4.094 6.449
C 1.921 -1.545 -3.232
S -0.131 1.996 3.984
C -2.008 -1.944 -0.896
H -2.038 3.439 -2.653
H 2.126 -0.763 4.863
C 3.199 1.660 -2.094
C 1.670 -2.599 -2.335
```

## Properties
- F_max: 3.0 eV Å⁻¹
- E_tot: -92134.5884 eV
- Expectation value of S²: 2.024
- Frontier orbital gap (spin up / spin down): 1.56 / 4.78 eV
- Charge: -2
- 2S+1: 3

These are the Mulliken partial charges, in e, on atoms 1 to 5:
1. C -1.86
2. H 0.09
3. C -0.69
4. H 0.26
5. C -0.27

No. 2
Computed, not measured: a molecular structure, C31H41N5STl, with ωB97M-V/def2-TZVPD.

```
79
Properties=species:S:1:pos:R:3
C 4.469 0.153 -2.455
H -1.367 0.884 -3.151
C 4.192 -3.485 -1.773
C -1.784 -2.504 1.668
N 0.468 1.233 -2.034
C 0.421 -0.346 -3.582
H 5.479 0.280 -2.075
H 0.815 -2.922 -4.675
H -4.327 5.246 4.393
H -3.970 3.274 3.408
H -0.855 -4.514 -0.037
N -3.156 3.584 3.944
H -4.910 0.006 -0.157
C -0.344 0.581 -2.987
H 4.821 -5.539 -1.549
C -2.941 -0.980 3.411
C 1.317 5.543 0.025
C -3.324 4.872 4.625
C -4.438 -0.025 0.832
H 0.076 -2.712 2.731
H 3.975 0.973 -2.966
C 3.911 -1.116 -2.392
H 0.179 -0.990 -4.407
N 1.297 3.968 -2.305
H -2.585 5.615 4.297
H 2.496 0.927 -1.398
C 1.708 0.682 -2.097
C 2.171 -2.778 -2.986
H 0.021 -3.133 -0.713
H -3.247 4.731 5.709
C 4.666 -2.183 -1.805
C 2.595 -1.442 -2.898
H -2.377 -0.843 -2.151
C 1.975 5.962 -1.131
H -1.346 -3.375 3.561
H 4.634 -4.675 -0.022
H -2.472 0.010 3.547
C 0.700 4.294 0.019
C 0.887 -3.219 -3.621
N -0.833 3.544 3.939
H -4.105 -1.016 -1.768
H 6.030 -4.340 -1.048
C -3.371 -1.040 0.872
H 0.321 3.447 5.671
H 2.513 6.910 -1.181
C 4.960 -4.568 -1.065
H 0.157 3.892 0.880
C 0.057 2.160 -1.046
C -1.999 3.221 3.341
C 0.732 3.484 -1.149
H 2.605 -4.803 -2.386
H -4.016 -0.860 3.615
H -0.815 4.812 5.626
H 2.390 5.480 -3.200
H -1.039 2.218 -1.008
C -1.834 -2.638 0.255
C -0.987 -3.548 -0.545
H 1.293 6.163 0.921
H -0.017 3.190 3.444
H -1.439 -3.742 -1.527
H -5.214 -0.249 1.579
H -1.414 3.157 5.955
H -0.001 -2.859 -3.085
C -2.802 -1.723 -0.241
C 1.908 5.144 -2.276
C 2.966 -3.773 -2.389
Tl -0.168 0.458 0.951
H 5.634 -1.948 -1.355
H -0.648 -4.230 2.166
H -2.525 -1.665 4.160
N 1.669 -0.388 -2.929
C -0.880 -3.239 2.577
C -3.123 -1.495 -1.664
H 0.838 -4.315 -3.597
H -3.143 -2.445 -2.217
S -2.066 2.406 1.830
H -4.046 0.979 1.061
C -2.720 -1.502 2.048
C -0.690 3.751 5.383
```

## Properties
- F_max: 2.5 eV Å⁻¹
- E_tot: -55788.7136 eV
- Energy above the lowest of the compared OMol25 structures with the same formula, charge and spin: 7.05 kcal/mol
- Frontier orbital gap (spin up / spin down): 4.21 / 4.21 eV
- Charge: -1
- 2S+1: 1

These are the Mulliken partial charges, in e, on atoms 1 to 5:
1. C -1.72
2. H 0.72
3. C 0.85
4. C 0.01
5. N 0.61

No. 3
Computed, not measured: a molecular structure, C31H42BrN3P2Zn, with ωB97M-V/def2-TZVPD.

```
80
Properties=species:S:1:pos:R:3
H -1.653 3.623 2.891
C -1.186 6.485 -8.793
C -0.032 2.748 -2.418
H -3.620 1.091 -2.676
C -4.322 -3.481 -2.013
N -1.040 7.766 -8.416
H 1.547 -3.266 -0.072
H 2.919 0.608 -3.437
N 3.539 1.715 4.367
C -0.515 6.999 -6.192
C 2.398 -2.687 -0.436
H -3.200 -0.373 -6.138
H 3.111 -0.451 -4.828
H 0.116 -2.658 -4.294
C -0.873 2.883 2.753
H 3.508 -4.501 -0.392
C -0.324 -3.347 -3.553
Br -2.433 0.073 -0.215
H -3.616 -2.128 -6.000
H -1.961 -1.629 -6.429
H -4.670 -3.548 -0.964
H -1.615 -0.524 -4.434
C 3.287 -0.387 -3.738
C -0.997 5.407 -7.895
P -2.029 -2.859 -3.551
C 1.254 1.849 3.133
C -0.439 4.569 -5.556
H 2.823 -2.478 -3.198
C 0.256 2.754 3.543
H -0.347 7.336 -5.181
C -0.716 8.028 -7.139
H 2.843 0.208 0.214
H -3.315 -0.881 -3.760
C 0.967 0.932 2.101
H -0.096 -5.483 -3.240
H 0.382 3.390 4.420
H 3.030 -4.034 -2.023
H -4.886 -2.718 -2.569
C -2.834 -3.081 -1.966
H 0.030 -3.142 -2.542
C 4.491 -0.588 -0.766
Zn -0.023 0.160 -3.756
C -2.476 -1.322 -4.331
C -0.977 2.038 1.641
C -2.097 2.315 -3.695
H 3.016 0.799 -1.415
H -1.805 2.258 0.950
H 1.544 -1.328 -3.927
N -0.175 0.981 1.427
H -2.235 -3.875 -1.489
C -0.611 5.633 -6.550
H 0.848 3.321 -2.115
P 1.784 -1.218 -1.355
H -1.231 4.431 -8.299
H 0.061 1.646 -0.648
H -1.462 6.341 -9.860
H -0.615 9.105 -6.885
H 2.850 -2.271 0.468
H 5.152 0.255 -0.547
H 4.699 -1.331 -0.006
C -0.450 3.804 -4.585
C -2.846 -1.373 -5.828
H 4.365 -3.228 -1.229
C 0.078 -4.745 -4.041
H 4.843 -1.030 -1.688
C -1.831 1.276 -1.564
C 3.077 -0.090 -0.801
C -2.604 1.476 -2.669
H -2.689 2.724 -4.550
H 1.150 -4.671 -4.310
C -0.511 1.806 -1.521
H -2.619 -2.137 -1.433
H -4.435 -4.471 -2.495
C 3.374 -3.647 -1.066
C 2.506 1.779 3.821
H -0.528 -4.938 -4.942
H 1.722 0.205 1.794
C -0.842 2.930 -3.538
C 2.368 -1.454 -3.164
H 4.354 -0.544 -3.486
```

## Properties
- F_max: 3.8 eV Å⁻¹
- E_tot: -174314.1308 eV
- Energy above the lowest of the compared OMol25 structures with the same formula, charge and spin: 106.60 kcal/mol
- Frontier orbital gap (spin up / spin down): 4.71 / 4.76 eV
- Charge: +2
- 2S+1: 1

These are the Mulliken partial charges, in e, on atoms 1 to 5:
1. H 0.43
2. C -0.26
3. C -1.03
4. H 0.80
5. C -1.16

No. 4
Computed, not measured: a molecular structure, C31H42F10GeN8OPbS, with ωB97M-V/def2-TZVPD.

```
95
Properties=species:S:1:pos:R:3
F 2.850 -1.431 -0.476
C -1.863 5.302 1.738
F -2.035 -3.374 4.122
F -1.402 1.285 3.307
H -2.073 3.572 3.101
C 1.612 -3.494 -0.371
H -2.589 5.877 1.124
C 2.938 -5.435 0.492
H -2.659 1.385 -3.738
H -1.109 -2.667 1.268
C -2.536 3.976 2.177
H 3.654 1.729 -5.008
H 1.867 2.068 -4.852
C -0.622 5.060 0.913
H -2.588 -3.201 2.175
H -0.869 0.986 -3.669
C 3.412 1.608 -1.604
H -3.528 -3.168 0.118
C -2.447 2.960 1.053
H -0.277 -4.240 -2.035
H -2.567 4.273 -4.041
C 2.877 -2.791 -0.254
H 0.070 3.868 -4.039
H -3.806 -1.429 0.504
H -2.290 4.848 -2.360
C -2.148 -2.376 1.577
H 2.603 2.245 -1.172
F 5.161 -2.512 0.331
N 0.504 -2.848 -0.683
F 5.218 -5.177 1.113
H 0.342 4.913 1.458
C 2.655 1.285 -4.773
H 3.836 0.973 -0.791
C -3.040 -2.192 0.324
F 0.659 -5.648 -0.160
H -2.596 2.043 -1.214
C -1.404 0.190 4.156
H -3.497 3.550 -2.729
H -1.541 2.158 -4.874
H -2.427 1.907 1.406
C -2.504 3.956 -2.979
F 2.986 -6.738 0.827
N -2.333 -1.751 -0.899
C 4.080 -4.643 0.634
C -1.694 -2.135 4.562
C -1.388 2.898 -2.799
H 2.455 0.488 -5.537
F -0.864 1.686 5.873
O 0.356 2.371 0.392
S -0.899 3.208 -0.005
H -2.503 -3.514 -2.069
H 1.703 1.327 2.175
C 1.884 0.274 2.370
H -3.590 4.188 2.373
C -1.622 1.784 -3.838
N 2.965 -0.127 3.026
N 3.604 -2.424 3.517
C -3.280 -0.942 -1.721
Pb -0.289 0.050 -0.535
H 4.213 2.259 -2.023
C 1.784 -4.879 -0.010
F -0.869 -0.448 7.677
N -2.147 -1.131 2.317
H -0.487 5.689 0.004
H -3.287 3.134 0.343
H 3.108 -3.144 4.039
C -1.450 -1.928 5.904
C -1.558 2.337 -1.435
H -1.345 -2.265 -2.646
C -1.141 -0.656 6.374
C 0.006 3.499 -2.992
H 3.464 -1.897 -3.871
C 4.063 -3.318 0.201
H 0.220 4.349 -2.306
H -4.137 -1.537 -2.066
H -1.033 -4.338 -0.429
H 0.392 -0.607 -3.149
H 4.451 -1.516 -2.424
C 0.925 -0.046 -2.360
N 1.077 -0.719 1.909
H -3.659 -0.083 -1.141
C -1.130 0.408 5.475
H 0.776 2.696 -2.835
H 4.422 -2.008 3.928
F -1.446 -2.968 6.758
H -1.626 5.895 2.630
C 3.997 -1.081 -3.338
C -1.724 -1.088 3.559
Ge 2.683 0.379 -2.987
C -0.619 -3.638 -1.162
N 1.629 -1.881 2.357
H 4.797 -0.670 -3.977
C -1.730 -2.796 -1.748
N 2.709 -1.493 3.038
H -2.740 -0.544 -2.594
```

## Properties
- F_max: 3.3 eV Å⁻¹
- E_tot: -146558.4630 eV
- Energy above the lowest of the compared OMol25 structures with the same formula, charge and spin: 4.56 kcal/mol
- Frontier orbital gap: 3.80 eV
- Charge: -2
- 2S+1: 1

These are the Mulliken partial charges, in e, on atoms 1 to 5:
1. F 0.07
2. C -0.46
3. F -0.37
4. F 0.01
5. H 0.21

No. 5
Computed, not measured: 6 unconnected molecules or ions with the total composition C31H42F5NO22S, with ωB97M-V/def2-TZVPD.

```
102
Properties=species:S:1:pos:R:3
C 5.773 -2.620 1.112
H 2.756 -9.455 0.515
H -2.208 1.505 0.921
O 1.390 2.929 1.811
H 0.010 6.593 0.240
C 3.222 -1.190 1.087
O -4.711 -0.049 2.489
F -1.669 3.613 -4.891
H -0.415 1.254 -0.651
O 0.165 4.241 -3.738
H 2.043 8.393 4.941
C 5.568 -1.319 1.857
C -1.669 -1.356 -4.313
F -1.297 -2.508 -3.705
C -0.843 -0.081 -5.968
C -0.085 0.558 0.125
O 2.358 4.480 -3.252
O -3.777 -5.153 1.070
H 0.326 -4.832 0.377
C -0.985 -3.300 -0.406
C -2.470 -1.602 -5.577
O 0.142 7.662 5.299
C -0.603 -4.334 0.647
H 3.093 -2.104 1.675
C 1.431 0.367 0.039
H -0.954 5.467 -4.932
O -0.513 -0.701 -4.810
C 2.111 -8.882 -0.154
H 4.395 0.233 2.056
C -3.048 -0.902 -1.064
H -0.318 5.179 -0.809
C -2.364 -5.058 3.000
C 0.632 8.801 3.369
H 0.515 -2.098 0.574
H -4.394 1.880 1.840
C -0.222 -1.976 -0.219
H -2.148 -0.710 -3.583
F 1.687 9.097 2.580
O 3.256 -5.689 -0.150
O -1.780 -0.523 -1.257
C 2.039 -0.241 1.317
O -0.187 0.760 -6.491
O 2.867 -7.838 -0.736
C 0.395 4.087 -6.010
H 5.471 -2.536 0.068
C -1.004 -0.674 -0.008
O -3.254 -1.257 0.216
H 1.858 1.362 -0.094
H -3.210 -4.609 3.514
C -2.193 -0.693 1.013
S -1.764 -1.784 2.375
H -2.290 0.848 2.535
C 2.637 -6.693 -0.038
F 1.666 -9.707 -1.129
H 1.273 -0.775 1.882
O 1.599 -6.872 0.810
H 0.820 9.613 5.405
O 6.304 -0.947 2.742
H -3.544 -1.553 -5.436
H 5.184 -3.417 1.573
C -0.593 4.436 -4.913
C -0.219 6.902 4.249
H -2.182 -2.554 -6.026
H -2.070 -3.189 -0.426
H 0.151 -7.985 -0.157
H 0.267 4.665 -6.919
O -1.585 -5.373 0.722
H -1.359 5.604 2.043
H -4.596 0.701 0.551
H -0.266 1.052 1.082
C -4.158 0.857 1.538
C -2.676 -5.165 1.528
C 0.659 3.769 1.401
H 0.353 3.018 -6.224
H 2.345 0.586 1.964
H -0.445 -3.873 1.626
H -2.200 -6.068 3.382
H -1.462 -4.479 3.192
H 0.637 -8.586 1.455
O 1.039 4.866 0.718
C 0.984 -8.131 0.533
O 1.645 4.411 -5.391
N 4.505 -0.551 1.422
C -1.208 5.004 1.148
H 1.733 -0.204 -0.843
O -2.035 -0.526 -6.417
C -2.644 0.699 1.514
C 1.489 4.381 -4.050
H -5.253 -0.697 2.032
H 3.245 -1.490 0.034
C -0.128 5.517 0.212
C 1.003 8.707 4.838
H -2.731 -1.328 3.181
O 0.193 7.485 3.084
H -0.710 -3.709 -1.378
H 6.825 -2.889 1.178
O -3.885 -0.910 -1.913
F -2.398 4.823 0.525
H 0.346 -1.776 -1.129
H -0.176 9.499 3.145
O -0.694 3.741 1.533
O -0.818 5.881 4.304
```

## Properties
- F_max: 0.7 eV Å⁻¹
- E_tot: -103787.5996 eV
- SMILES string: CC(=O)NCCCC[C@]1(CCCOC(C)=O)OC(=O)O[C@]1(S)CCO.O=C1OC[C@@H](F)O1.O=C1OC[C@@H](F)O1.O=C1OC[C@@H](F)O1.O=C1OC[C@@H](F)O1.O=C1OC[C@@H](F)O1
- Frontier orbital gap: 9.41 eV
- 2S+1: 1

These are the Mulliken partial charges, in e, on atoms 1 to 5:
1. C -0.97
2. H 0.28
3. H -0.02
4. O -0.56
5. H 0.32

> The highest 2S+1 belongs to which entry?

C31H41N5NiS